1.
The following is a quantum chemistry calculation of a 2-piece molecular cluster, C4H12NO overall, from the Open Molecules 2025 dataset.

Cartesian coordinates (Å):
C 1.2862 -1.8029 0.2215
N 1.8905 -0.5039 -0.2589
H 2.0981 -2.4770 0.4717
H 0.6657 -1.5775 1.0850
H 0.6563 -2.2067 -0.5642
H 2.4579 -0.6705 -1.0886
H 2.4659 -0.0962 0.4758
H 1.1059 0.1429 -0.5029
C -1.5320 1.0573 0.8143
O -2.1105 -0.0424 1.4912
C -1.1447 0.5625 -0.5477
C -0.5002 1.2712 -1.4701
H -0.6588 1.4610 1.3473
H -2.2238 1.9059 0.7544
H -2.5400 0.2638 2.2962
H -1.4665 -0.4555 -0.7498
H -0.1808 0.8416 -2.4141
H -0.2691 2.3263 -1.3612

The value obtained for the relative energy (zero: lowest compared OMol25 entry of this formula, charge and spin) is 161.7 kJ/mol. Its net charge is +1. As for the HOMO energy: -0.50143 Eh. The LUMO energy comes out at -3.533 eV. Its multiplicity is 1. The calculation puts the orbital gap at 10.112 eV. Its total energy is -7872.615 eV.

2.
The following is a quantum chemistry calculation of a 3-piece molecular cluster, C4H12NO overall in a non-equilibrium geometry, from the Open Molecules 2025 dataset.

Cartesian coordinates (Å):
C 3.1303 -0.7352 0.6600
C 2.3693 0.2305 -0.1711
C 1.0431 0.4910 0.1158
C 0.0984 1.3574 -0.4064
N -3.6315 -0.1615 1.3769
H 2.4660 -1.2748 1.3318
H 3.4781 -1.5145 -0.0360
H 2.9310 0.7136 -0.9670
H 3.8639 -0.2229 1.2863
H 0.5194 -0.2301 0.7469
H -0.8587 1.4685 0.0888
H 0.3448 2.0579 -1.2030
H -4.5477 0.2708 1.3366
H -3.7443 -1.0341 1.8907
H -3.3799 -0.3503 0.4211
H -0.9432 -0.0832 -1.4370
H -1.5967 -1.2349 -2.2947
O -1.6468 -0.7278 -1.4779

The value obtained for the relative energy (zero: lowest compared OMol25 entry of this formula, charge and spin) is 369.0 kJ/mol. Its net charge is +1. As for the HOMO energy: -0.46165 Eh. The LUMO energy comes out at -7.610 eV. Its multiplicity is 1. The calculation puts the orbital gap at 4.952 eV. Its total energy is -7870.467 eV.

3.
The following is a quantum chemistry calculation of a 2-piece molecular cluster, C4H12NO overall in a non-equilibrium geometry, from the Open Molecules 2025 dataset.

Cartesian coordinates (Å):
C -1.2442 2.3995 0.7819
C -1.1298 0.8872 0.5941
C -0.0143 0.3854 -0.2454
C 0.1405 0.4464 -1.5468
N 1.1017 -0.2495 0.5583
H -0.2767 2.8825 0.9396
H -1.5123 2.8826 -0.1614
H -1.9996 2.7028 1.4926
H -1.2010 0.4297 1.5771
H -2.0895 0.5342 0.2065
H -0.6461 0.9469 -2.0927
H 0.8701 0.0077 -2.2292
H 1.1717 -1.2582 0.3057
H 0.8546 -0.2036 1.5428
H 1.9576 0.2629 0.3592
H 0.7761 -3.3554 -1.1513
H 0.2958 -3.4866 0.3834
O 0.8718 -3.0440 -0.2442

The value obtained for the relative energy (zero: lowest compared OMol25 entry of this formula, charge and spin) is 114.3 kJ/mol. Its net charge is +1. As for the HOMO energy: -0.53784 Eh. The LUMO energy comes out at -3.252 eV. Its multiplicity is 1. The calculation puts the orbital gap at 11.383 eV. Its total energy is -7873.106 eV.

4.
The following is a quantum chemistry calculation of a 2-piece molecular cluster, C4H12NO overall in a non-equilibrium geometry, from the Open Molecules 2025 dataset.

Cartesian coordinates (Å):
C 0.9566 -0.2265 -0.1090
C -0.4723 -0.6553 0.0952
C -0.7289 -0.9118 1.5840
C -0.5738 -2.1065 2.0961
N 0.9732 1.3254 -0.4195
H 1.7527 -0.4394 0.5957
H 1.4660 -0.7160 -0.9107
H -1.1021 0.1766 -0.3685
H -0.7089 -1.5512 -0.5414
H -0.8225 0.0156 2.3438
H -0.8724 -2.3395 3.1195
H -0.2848 -3.0288 1.6449
H 0.4476 1.5927 -1.1736
H 0.4271 1.7965 0.4069
H 1.8862 1.7039 -0.2931
H -0.1064 1.7059 -3.1157
H -1.5498 2.1031 -2.5762
O -0.6873 1.5553 -2.3785

The value obtained for the relative energy (zero: lowest compared OMol25 entry of this formula, charge and spin) is 225.8 kJ/mol. Its net charge is +1. As for the HOMO energy: -0.49024 Eh. The LUMO energy comes out at -3.434 eV. Its multiplicity is 1. The calculation puts the orbital gap at 9.906 eV. Its total energy is -7871.951 eV.

5.
The following is a quantum chemistry calculation of a 2-piece molecular cluster, C4H12NO overall in a non-equilibrium geometry, from the Open Molecules 2025 dataset.

Cartesian coordinates (Å):
C -1.9359 -0.7778 1.5020
C -0.4960 -1.4708 1.2597
C 0.4232 -0.6004 0.6003
C 1.7949 -0.6307 0.5802
N -0.1346 0.6144 -0.1825
H -1.9815 0.3184 1.5520
H -2.2272 -1.0406 2.5798
H -2.7602 -1.2158 0.9626
H -0.6287 -2.3286 0.4987
H -0.0831 -1.9021 2.1312
H 2.2742 -1.0953 1.4548
H 2.3697 -0.1123 -0.1736
H 0.6856 1.1728 -0.6196
H -0.8246 0.2652 -0.8770
H -0.5488 1.1948 0.5265
H 2.0758 2.1749 -3.9821
H 0.8487 3.1489 -4.1257
O 1.1485 2.2850 -3.6873

The value obtained for the relative energy (zero: lowest compared OMol25 entry of this formula, charge and spin) is 226.0 kJ/mol. Its net charge is +1. As for the HOMO energy: -0.51881 Eh. The LUMO energy comes out at -3.451 eV. Its multiplicity is 1. The calculation puts the orbital gap at 10.666 eV. Its total energy is -7871.949 eV.

6.
The following is a quantum chemistry calculation of a 3-piece molecular cluster, C4H12NO overall in a non-equilibrium geometry, from the Open Molecules 2025 dataset.

Cartesian coordinates (Å):
C -1.6908 -1.2322 2.1054
C -0.9978 -1.5878 0.7477
C -1.0964 -0.4785 -0.2140
C -0.1751 0.6196 -0.2272
N 0.2287 1.3730 -1.1795
H -1.1924 -0.3739 2.5530
H -1.6107 -2.1042 2.7688
H -2.7637 -1.0445 2.0275
H -1.4653 -2.4121 0.2357
H 0.0600 -1.8249 0.8925
H -1.5538 -0.5800 -1.2115
H 0.3935 0.7137 0.6944
H 1.1737 -3.2375 -4.6333
H 1.1445 -3.7564 -4.1084
H -0.1221 1.3161 -2.1382
H 3.4516 2.5734 -0.4967
H 1.9776 2.0203 -0.5933
O 2.8480 1.8744 -0.2268

The value obtained for the relative energy (zero: lowest compared OMol25 entry of this formula, charge and spin) is 530.7 kJ/mol. Its net charge is +1. As for the HOMO energy: -0.52198 Eh. The LUMO energy comes out at -8.405 eV. Its multiplicity is 1. The calculation puts the orbital gap at 5.799 eV. Its total energy is -7868.791 eV.